# 1
# C10H21N2Sr

C10H21N2Sr as an isolated structure in a non-equilibrium geometry (ωB97M-V/def2-TZVPD, the OMol25 dataset).

The HOMO energy comes out at -0.92 eV. For the relative energy (zero: lowest compared OMol25 entry of this formula, charge and spin), the calculation gives 20.1 kcal/mol. The calculation puts the LUMO energy at 2.6 eV. As for the net charge: -1. As for the HOMO-LUMO gap: 3.49 eV. The energy comes out at -14518.175 eV.

Last column: natural (NBO) charge in e.
CARTESIAN COORDINATES (ANGSTROEM)
C -1.98225 -4.05739 -1.61819  -1.420
Sr -2.56474 -2.03272 -0.20482  1.593
N -2.26519 -0.97699 -2.57527  -1.120
H -0.32461 -2.48808 0.54499  -0.775
H -2.45557 0.04408 1.29446  -0.044
H -1.88326 -4.88218 -0.91414  0.180
H -1.13417 -4.21216 -2.27653  0.186
H -2.83693 -4.15080 -2.26433  0.140
H -1.25149 -1.07490 -2.78781  0.403
H -2.51184 -0.00381 -2.71227  0.374
H -2.77220 -1.54743 -3.24249  0.359
C 1.88134 0.01166 2.14789  -0.437
N 2.45532 0.65355 0.92911  -0.358
C 3.83662 0.16680 0.65852  -0.408
C 1.52791 0.50529 -0.28464  -0.210
C 0.20048 1.15946 0.02943  -0.255
C 0.28125 2.52119 0.39357  -0.527
C -0.88209 3.17764 0.81693  -0.199
C -2.13242 2.54004 0.80242  -0.437
C -2.26723 1.06787 0.37640  -0.419
C -0.96562 0.46086 -0.00408  -0.434
H 1.60736 -1.02051 1.90030  0.264
H 1.00329 0.57091 2.46571  0.264
H 2.65013 0.03224 2.92681  0.179
H 2.52347 1.65003 1.12541  0.420
H 3.79223 -0.88928 0.37553  0.227
H 4.25860 0.76312 -0.15757  0.212
H 4.43427 0.29762 1.56791  0.202
H 2.07342 1.02261 -1.08947  0.170
H 1.46874 -0.57373 -0.50586  0.248
H 1.21625 3.05969 0.34920  0.142
H -0.81375 4.20170 1.14421  0.178
H -3.01692 3.06149 1.11562  0.163
H -3.15039 0.94210 -0.32695  0.140

Forces on atoms 1 to 6 (eV/Å):
0.342 0.205 0.048
2.248 0.921 0.449
0.598 -0.032 -0.591
-0.117 -0.232 0.499
-0.944 1.988 -0.560
-0.452 -0.415 0.236

---

# 2
# C10H16INO2

One molecule with the formula C10H16INO2 in a non-equilibrium geometry (ωB97M-V/def2-TZVPD, the OMol25 dataset).

The HOMO energy comes out at -9.30 eV. For the relative energy (zero: lowest compared OMol25 entry of this formula, charge and spin), the calculation gives 0.0 kcal/mol. The calculation puts the LUMO energy at 0.2 eV. As for the HOMO-LUMO gap: 9.48 eV. The energy comes out at -24313.378 eV.

Last column: natural (NBO) charge in e.
CARTESIAN COORDINATES (ANGSTROEM)
C 0.66704 0.63928 -1.19974  0.671
C -0.06112 -0.34713 0.85395  0.598
C -0.00505 1.84156 -0.60534  0.027
C -1.09559 0.68784 0.75910  -0.171
C -1.06075 2.48998 -1.48870  -0.666
C 0.84967 2.69471 0.24152  -0.652
C -1.49796 1.36114 2.05250  -0.704
C -0.15347 -3.57233 -0.07246  -0.607
C 1.07915 -3.00923 -0.73571  -0.411
C 1.51934 -1.59425 -0.38741  -0.232
N 0.57719 -0.51852 -0.34964  -0.500
O 1.20016 0.45228 -2.24761  -0.551
O 0.33163 -0.93546 1.84352  -0.590
I -2.78255 -0.18939 -0.15423  0.179
H -0.76289 2.17302 -2.52616  0.250
H -1.07085 3.57407 -1.24715  0.218
H -2.08021 2.16667 -1.20352  0.235
H 0.12654 3.42334 0.74634  0.223
H 1.62083 3.31848 -0.27718  0.246
H 1.35136 1.94697 0.94207  0.228
H -0.66996 0.87107 2.70594  0.259
H -2.51072 1.04255 2.39782  0.238
H -1.44440 2.40196 1.92624  0.219
H -1.06839 -3.00214 -0.18519  0.207
H -0.38028 -4.55957 -0.35010  0.215
H 0.03416 -3.72788 1.11730  0.204
H 1.08664 -3.14232 -1.80614  0.205
H 1.89804 -3.59756 -0.30769  0.208
H 1.98858 -1.73943 0.62534  0.224
H 2.31385 -1.14972 -1.06768  0.228

Forces on atoms 1 to 6 (eV/Å):
-0.596 -2.861 1.257
1.111 -0.274 0.398
-3.169 -2.055 1.029
0.438 1.775 -1.636
0.743 0.152 0.089
0.123 0.328 1.507

---

# 3
# C6H8

One molecule with the formula C6H8 in a non-equilibrium geometry (ωB97M-V/def2-TZVPD, the OMol25 dataset).

The HOMO energy comes out at -8.85 eV. For the relative energy (zero: lowest compared OMol25 entry of this formula, charge and spin), the calculation gives 116.1 kcal/mol. The calculation puts the LUMO energy at -0.4 eV. As for the HOMO-LUMO gap: 8.43 eV. The energy comes out at -6345.749 eV.

Last column: natural (NBO) charge in e.
CARTESIAN COORDINATES (ANGSTROEM)
C -1.48436 -0.93943 0.07178  -0.392
C -0.51821 -0.04308 -0.18600  0.039
C 1.83461 -0.40046 0.63370  -0.620
C 2.14065 0.25644 -0.64215  0.235
C 0.87113 -0.63391 -0.41293  -0.416
C -0.92170 1.35517 -0.26548  -0.647
H -2.52611 -0.80435 0.12333  0.192
H 2.57932 -0.98017 1.11033  0.253
H 1.44565 0.34748 1.33053  0.265
H -1.20485 -1.88222 0.23363  0.176
H 0.83444 -1.54721 -1.10346  0.257
H -1.96073 1.44284 -0.18386  0.222
H -0.62126 1.84074 -1.19582  0.221
H -0.46857 1.98816 0.48641  0.214

Forces on atoms 1 to 6 (eV/Å):
0.897 2.644 -0.623
-1.044 -2.204 -0.096
0.738 1.281 0.862
-1.225 -0.590 0.094
-0.878 -0.111 -2.042
1.824 1.534 -0.901

---

# 4
# C18H42N5O4S2

A 3-piece molecular cluster, C18H42N5O4S2 overall in a non-equilibrium geometry (ωB97M-V/def2-TZVPD, the OMol25 dataset).

The HOMO energy comes out at -10.08 eV. The calculation puts the LUMO energy at -3.4 eV. As for the net charge: +1. As for the HOMO-LUMO gap: 6.64 eV. The energy comes out at -56645.109 eV.

Last column: Mulliken charge in e.
CARTESIAN COORDINATES (ANGSTROEM)
C 1.85523 -4.35896 -0.48804  -0.885
C 2.90579 -4.04148 -1.66797  -0.382
S 4.41007 -3.13299 -1.04424  -0.066
C 5.58446 -3.21012 -2.50996  -0.407
N 5.34733 -1.98346 -3.33819  0.217
C 5.37233 -0.59717 -2.88318  -0.201
N 5.07830 0.30676 -3.95413  0.517
N 5.00726 1.68537 -3.81078  -0.885
C 4.87158 -0.48877 -5.15042  -0.421
C 5.02014 -1.96767 -4.74996  0.311
S 4.77722 -3.30509 -5.98652  -0.175
H 2.21725 -5.16571 0.23274  0.387
H 0.90792 -4.76263 -1.01769  0.274
H 1.52919 -3.42939 0.09923  0.173
H 2.38863 -3.51119 -2.53718  0.312
H 3.27329 -5.05312 -2.06532  0.351
H 6.67889 -3.26730 -2.14352  0.314
H 5.36846 -4.12800 -3.17456  0.074
H 5.57738 -0.33396 -1.79565  0.370
H 4.40596 2.08647 -4.54617  0.302
H 4.57957 1.89016 -2.88823  0.301
H 4.61365 -0.07958 -6.17721  0.363
H 4.76388 -4.55312 -5.38010  0.195
C -4.78329 -2.19831 1.97212  -0.500
O -4.66988 -2.88914 0.73575  -0.342
C -5.05799 -2.11182 -0.39825  -0.781
C -3.83941 -1.67894 -1.21677  -0.336
N -3.04380 -0.67360 -0.51304  -0.078
C -1.70471 -0.46135 -1.06943  -0.609
C -0.75641 -1.66666 -1.17851  -0.513
O -0.27938 -2.15970 0.07146  -0.434
C -1.20174 -2.98269 0.77141  -0.625
H -4.71909 -2.93469 2.77519  0.238
H -3.96589 -1.48343 2.10339  0.118
H -5.74751 -1.68513 2.05472  0.344
H -5.68587 -1.25886 -0.11893  0.386
H -5.66699 -2.77155 -1.02468  0.407
H -4.17603 -1.26177 -2.17133  0.352
H -3.25527 -2.58019 -1.42605  0.210
H -2.93424 -0.95238 0.45562  -0.002
H -1.22010 0.28776 -0.43510  -0.100
H -1.81806 -0.00969 -2.06412  0.469
H 0.13666 -1.32267 -1.71192  0.380
H -1.16522 -2.48119 -1.78427  0.471
H -1.79068 -3.61119 0.10034  0.347
H -1.84606 -2.37215 1.40234  0.122
H -0.63316 -3.63511 1.43774  0.376
C -2.79526 2.35040 1.37926  -0.219
O -2.19594 2.12527 2.64784  -0.332
C -0.79369 1.85995 2.58612  -0.568
C 0.02109 3.05590 3.08466  -0.187
N -0.03758 4.17919 2.15019  -0.353
C 0.42819 5.45535 2.70318  -0.699
C -0.25408 5.99863 3.96970  -0.463
O -1.59312 6.44534 3.77496  -0.433
C -2.56165 5.40946 3.73158  -0.460
H -3.87772 2.28384 1.50208  0.236
H -2.55929 3.34941 1.00177  0.289
H -2.48670 1.59177 0.65336  -0.089
H -0.47775 1.53937 1.58690  0.156
H -0.61334 1.02215 3.26793  0.376
H 1.06569 2.75263 3.21073  0.395
H -0.37528 3.32854 4.06709  0.151
H -0.99482 4.30763 1.84302  0.109
H 0.30341 6.20044 1.91106  0.375
H 1.50675 5.37011 2.89188  0.379
H 0.30448 6.88906 4.27565  0.355
H -0.19624 5.30951 4.81773  0.341
H -2.33070 4.59510 4.42148  0.265
H -2.67158 5.04010 2.71224  0.110
H -3.52452 5.83625 4.01897  0.329

Forces on atoms 1 to 6 (eV/Å):
-0.384 0.133 -0.383
-0.587 -1.262 -0.287
0.157 -0.727 -0.853
-0.209 -0.489 0.375
-0.446 3.737 -2.721
-0.404 -0.884 -2.005

---

Q: Among the records above, which one has the lowest HOMO energy?
A: C18H42N5O4S2

---

Q: The highest LUMO energy belongs to which entry?
A: C10H21N2Sr

---

Q: The highest HOMO-LUMO gap belongs to which entry?
A: C10H16INO2